No. 1
The following is a quantum chemistry calculation of an isolated molecule of C2H4O4, from the Open Molecules 2025 dataset.

For the energy relative to the best compared isomer or geometry (same formula, charge and spin), the calculation gives 2.559 eV.

```
10
Properties=species:S:1:pos:R:3:nbo_charge:R:1
C 0.2745 0.7023 -0.1073 1.097
C -0.7583 -1.2551 -0.1928 0.309
O -0.1329 0.0793 -1.1613 -0.651
O -0.0486 -1.0579 0.8748 -0.773
O -0.5162 1.5826 0.4764 -0.628
O 1.5584 0.9175 0.1334 -0.651
H -0.0628 1.9477 1.2527 0.506
H 2.0511 0.1765 -0.2534 0.520
H -1.8199 -0.9690 -0.1913 0.133
H -0.5453 -2.1240 -0.8312 0.138
```



No. 2
The following is a quantum chemistry calculation of an isolated molecule of C2H4O4S2, from the Open Molecules 2025 dataset.

For the energy relative to the best compared isomer or geometry (same formula, charge and spin), the calculation gives 2.397 eV.

```
12
Properties=species:S:1:pos:R:3:nbo_charge:R:1
C 1.7569 1.3962 2.1784 0.639
C -0.8293 -0.5323 -0.9248 -0.771
O 1.0526 2.4557 1.8834 -0.671
O 0.4272 3.8079 -0.1722 -0.869
O -0.8888 1.8476 0.3147 -0.860
O 2.0889 0.5610 1.3808 -0.591
S 0.6387 2.4476 0.1643 1.764
S -1.2396 0.2562 0.6668 0.527
H 2.0122 1.3470 3.2509 0.132
H -0.2981 0.1939 -1.5281 0.239
H -0.1938 -1.3884 -0.7246 0.235
H -1.7391 -0.8460 -1.4277 0.225
```



No. 3
The following is a quantum chemistry calculation of a structure of composition C2H4ORb, from the Open Molecules 2025 dataset.

Its charge is +1. For the energy relative to the best compared isomer or geometry (same formula, charge and spin), the calculation gives 0.813 eV.

```
8
Properties=species:S:1:pos:R:3:nbo_charge:R:1
O -1.0269 0.7802 0.6535 -0.540
Rb -3.5763 1.8333 3.2020 0.999
C -0.1402 0.1706 0.1673 0.719
C 0.6912 -0.8582 0.0332 -0.730
H 0.2918 -1.7647 -0.4262 0.277
H 1.5811 -0.8761 0.6637 0.276
H 0.8351 0.6823 -2.1432 -0.021
H 1.3442 0.0326 -2.1504 0.020
```



Number 1: Kohn-Sham gap 9.8 eV, HOMO level -9.3 eV. Number 2: Kohn-Sham gap 9.8 eV, HOMO level -9.3 eV. Number 3: Kohn-Sham gap 7.6 eV, HOMO level -11.8 eV.